Entry from OMol25: the ion C10H13N2O3 with charge +1 in a non-equilibrium geometry (the ωB97M-V functional and the def2-TZVPD basis).

## Properties
Multiplicity: 3
Gap between HOMO and LUMO (spin up / spin down), eV: 5.41 / 8.37
⟨S²⟩: 2.01
Total charge: +1
Energy, hartree: -723.62464

Each line ends with the Mulliken charge.
Element x y z (Å)
C (2.536, -1.270, -0.487)  -1.30
C (0.463, 0.811, -0.513)  -0.96
C (-0.289, -3.825, 2.073)  -0.23
C (2.037, -4.538, 1.498)  -0.30
C (0.865, -2.949, 0.198)  0.64
C (1.280, -1.506, -0.086)  0.30
C (0.293, -0.432, 0.071)  1.44
C (-0.424, 1.891, -0.310)  0.40
C (-2.387, 3.941, -1.469)  -1.08
C (-1.058, 4.128, -0.752)  -0.23
N (-0.252, -3.028, 1.138)  -0.47
N (1.997, -3.751, 0.575)  -0.34
O (-1.461, 1.840, 0.484)  -0.49
O (-0.800, -0.636, 0.789)  -0.64
O (-0.179, 2.997, -0.927)  -0.31
H (2.911, -0.286, -0.698)  0.32
H (3.232, -2.085, -0.584)  0.35
H (1.293, 0.998, -1.169)  0.40
H (-1.018, -4.014, 2.824)  0.37
H (2.735, -5.216, 1.918)  0.36
H (0.489, -3.373, -0.747)  0.21
H (-2.978, 4.843, -1.351)  0.36
H (-2.225, 3.765, -2.530)  0.32
H (-2.952, 3.110, -1.052)  0.33
H (-1.216, 4.295, 0.319)  0.33
H (-0.497, 4.960, -1.180)  0.30
H (-0.841, -1.621, 1.069)  0.47
H (-1.555, 0.954, 0.899)  0.44